Entry 1:
ORCA calculation (the ωB97M-V functional and the def2-TZVPD basis) on a molecular structure, C41H45MoNO5P at a distorted geometry.

Properties
- DFT total energy (Ha) = -2429.5552
- M (g mol⁻¹) = 758.73
- frontier orbital gap (spin up / spin down) (eV) = 3.6 / 3.5
- multiplicity = 3
- charge = -1

Last column: Mulliken charge in e.
Cartesian coordinates (Å):
C: 0.43938 -0.25754 -6.44256  3.61
C: 0.14805 -0.88300 -5.04430  -0.93
C: -0.01202 1.20195 -6.38615  -1.54
C: -0.74590 1.38625 -5.01922  0.64
H: -0.74441 1.34828 -7.18594  0.22
H: 0.82645 1.88930 -6.53570  0.33
C: -0.92548 -0.02728 -4.55420  -0.88
H: 1.08245 -0.72175 -4.46428  0.16
H: -0.02843 -1.96993 -5.14461  0.59
C: -1.08861 -1.90396 -2.14726  -0.49
H: -1.61943 -0.32025 -3.76209  -0.13
H: -1.73421 1.82553 -5.23202  0.54
C: -0.08143 2.30749 -4.06599  0.57
C: 1.87403 -0.39642 -6.94387  -0.75
C: -0.32661 -1.01425 -7.51307  -0.57
O: -0.93278 -0.50827 -8.44619  -0.65
O: 2.84726 -0.13773 -6.24516  -0.61
O: 1.97550 -0.82411 -8.21280  -0.23
O: -0.27036 -2.34588 -7.36501  -0.27
C: -0.92175 -3.00769 -8.44945  -0.82
H: -0.80848 -4.06933 -8.24405  0.25
H: -0.43554 -2.72527 -9.38875  0.30
H: -1.97504 -2.71566 -8.48718  0.32
C: 3.31258 -0.94807 -8.71495  -0.74
H: 3.85811 -0.00242 -8.59400  0.27
H: 3.19831 -1.19893 -9.77162  0.25
H: 3.84656 -1.74758 -8.18208  0.30
O: -0.26529 -1.80193 -1.22141  -0.23
H: -0.91273 -2.54436 -3.01930  0.32
H: -2.05913 -1.38175 -2.06973  0.32
C: -0.89703 3.18156 -3.21347  -1.51
C: 1.37292 2.47190 -4.09075  -1.44
H: 1.64964 3.26360 -4.81820  0.32
H: 1.93397 1.56137 -4.37255  0.18
H: 1.75200 2.84301 -3.11901  0.41
H: -0.41255 3.40558 -2.24832  0.33
H: -1.89786 2.76171 -3.03303  0.35
H: -1.03035 4.15644 -3.72352  0.31
Mo: -0.29511 -0.86834 1.17520  1.17
C: -2.94326 -0.81168 1.90728  -0.58
C: -2.47069 -1.20960 0.61456  -0.59
C: -1.80640 -2.51125 0.79629  -0.72
H: -2.77418 -0.75941 -0.32918  0.33
C: -1.79280 -2.79248 2.20196  -1.09
C: -2.57485 -1.80291 2.84413  0.13
H: -2.94069 -1.86979 3.86529  0.59
H: -3.60758 0.03756 2.08184  0.38
H: -1.66913 -3.26971 0.03363  0.55
H: -1.39808 -3.71632 2.62442  0.42
C: 1.74816 0.90138 0.91977  -0.81
C: 2.26666 0.06805 1.92864  -0.22
C: 2.13783 -1.28878 1.52759  -0.59
H: 2.78743 0.40736 2.82505  0.70
C: 1.67960 -1.29268 0.16921  -0.71
C: 1.31028 0.08037 -0.16986  -0.78
H: 0.98263 0.43886 -1.14272  0.68
H: 1.76843 1.98999 0.90007  0.40
H: 2.47758 -2.17234 2.07014  0.44
H: 1.79954 -2.11461 -0.53011  0.59
N: -0.39498 0.04719 2.70457  -0.35
P: -0.29654 0.48928 4.28337  2.19
C: -1.68379 -0.07962 5.26500  -0.11
C: -1.51576 -1.00146 6.31325  -0.39
C: -2.62036 -1.45715 7.03400  -0.68
C: -3.89923 -0.97791 6.74070  -0.51
C: -4.06543 -0.00930 5.74267  -0.91
C: -2.96572 0.45375 5.02505  -0.02
C: 1.13894 -0.40387 4.88941  0.05
C: 2.14768 0.24164 5.62389  -0.57
C: 3.26343 -0.48300 6.05269  -0.61
C: 3.37749 -1.84424 5.75706  -0.62
C: 2.36199 -2.49319 5.04365  -0.57
C: 1.23757 -1.78089 4.62705  0.01
C: -0.12091 2.24411 4.59732  -0.33
C: 0.81241 3.00718 3.86832  0.10
C: 1.07408 4.32990 4.22668  -0.70
C: 0.38882 4.92283 5.29450  -0.43
C: -0.55957 4.18374 6.00686  -0.71
C: -0.81271 2.85610 5.66340  -0.47
H: -0.51666 -1.34040 6.58309  0.33
H: -2.47032 -2.17784 7.83934  0.39
H: -4.76148 -1.33244 7.30882  0.36
H: -5.05909 0.39296 5.53297  0.38
H: -3.10066 1.22877 4.26881  0.56
H: 2.04939 1.30148 5.86222  0.35
H: 4.04453 0.02690 6.61979  0.37
H: 4.25240 -2.40669 6.09207  0.35
H: 2.44081 -3.55901 4.81880  0.44
H: 0.43566 -2.30243 4.09712  0.26
H: 1.34960 2.55747 3.03341  0.01
H: 1.82593 4.90357 3.68008  0.41
H: 0.59974 5.95529 5.58181  0.36
H: -1.09918 4.63444 6.84237  0.39
H: -1.53522 2.27856 6.23847  0.27

***

Entry 2:
ORCA calculation (the ωB97M-V functional and the def2-TZVPD basis) on a molecular structure, C41H46IN5OPSV.

Properties
- DFT total energy (Ha) = -3920.0599
- M (g mol⁻¹) = 865.74
- frontier orbital gap (spin up / spin down) (eV) = 7.4 / 7.6
- energy relative to the best compared isomer or geometry (same formula, charge and spin) (eV) = 0.7110
- multiplicity = 4
- charge = +1

Last column: Mulliken charge in e.
Cartesian coordinates (Å):
V: -0.41752 0.82582 -1.17082  -0.08
I: -1.99747 1.47209 -3.42327  0.00
C: -3.60610 1.79587 -2.09103  0.01
C: -4.09250 3.07561 -2.16908  -0.71
C: -5.28464 3.44090 -1.52577  -1.00
C: -5.99256 2.48384 -0.86401  -0.83
C: -5.50582 1.16053 -0.75523  0.85
C: -6.30440 0.20649 -0.07593  -0.82
C: -5.88266 -1.07484 0.07687  -1.22
C: -4.59800 -1.42634 -0.37870  0.12
C: -3.77230 -0.54521 -1.03537  0.70
P: -2.02846 -1.07817 -1.24976  1.19
C: -1.75821 -2.33121 0.03945  0.29
C: -1.98731 -3.68961 -0.17307  0.00
C: -1.73767 -4.60323 0.84079  -0.89
C: -1.24505 -4.17038 2.06482  -0.47
C: -0.99438 -2.82177 2.27527  -0.62
C: -1.25033 -1.90770 1.26433  -0.39
C: -1.96400 -2.03904 -2.79285  0.79
C: -0.70525 -2.46705 -3.22028  -0.45
C: -0.58466 -3.21751 -4.37861  -0.74
C: -1.71468 -3.53523 -5.12341  -0.62
C: -2.96440 -3.10524 -4.70614  -0.73
C: -3.09130 -2.36122 -3.53886  -0.71
C: -4.24694 0.78368 -1.31732  0.40
H: -3.57107 3.81151 -2.76611  0.45
H: -5.64730 4.45647 -1.60370  0.45
H: -6.94691 2.71580 -0.40839  0.41
H: -7.26245 0.52836 0.31307  0.41
H: -6.49392 -1.81139 0.58015  0.44
H: -4.23781 -2.42226 -0.15919  0.48
H: -2.35811 -4.03597 -1.13051  0.50
H: -1.92489 -5.65567 0.67107  0.44
H: -1.04163 -4.88678 2.85007  0.39
H: -0.58110 -2.48340 3.21583  0.42
H: -1.02623 -0.85864 1.42732  0.06
H: 0.17809 -2.21384 -2.64380  0.27
H: 0.39355 -3.55090 -4.70148  0.49
H: -1.61864 -4.11688 -6.03084  0.39
H: -3.84515 -3.34968 -5.28522  0.43
H: -4.06986 -2.02775 -3.21663  0.42
C: -1.22846 5.62573 1.63636  -0.66
C: -1.32819 4.18257 2.08681  -0.63
N: -0.78844 3.31064 1.05383  0.25
C: 0.02011 3.67820 0.02352  -0.01
N: 0.35476 2.75851 -0.85226  0.30
C: 1.35380 3.10368 -1.86531  -0.62
C: 1.20615 4.54534 -2.30969  -0.75
C: 1.30922 5.43504 -1.09011  -0.65
N: 0.40471 4.97104 -0.04180  0.26
C: 0.16342 5.86505 1.08361  -0.67
H: -1.42665 6.28855 2.47762  0.38
H: -1.96632 5.83617 0.85945  0.29
H: -2.36639 3.90473 2.27151  0.38
H: -0.77303 4.04640 3.01939  0.32
H: -0.89165 2.31800 1.17583  -0.23
H: 1.23120 2.42590 -2.71569  0.31
H: 2.35794 2.91470 -1.47085  0.21
H: 0.23472 4.68514 -2.79171  0.23
H: 1.97962 4.81298 -3.02941  0.42
H: 1.03427 6.46351 -1.32865  0.42
H: 2.33745 5.44483 -0.71301  0.28
H: 0.27003 6.88543 0.71767  0.38
H: 0.92040 5.71495 1.86195  0.27
C: 1.16699 -0.41665 -0.75774  -0.46
H: 1.01433 -1.47664 -0.56220  -0.40
H: 1.46542 0.06554 0.19531  0.23
H: 2.01778 -0.27628 -1.43482  0.55
C: 4.80087 0.23050 6.01869  -1.08
C: 5.59627 -0.53102 4.96384  -0.70
C: 4.75520 -0.95887 3.77018  -0.43
N: 4.31017 0.21634 3.02425  0.10
C: 4.08421 0.31739 1.72035  -0.24
S: 3.94611 1.78799 0.93781  -0.38
N: 4.02049 -0.86757 0.98922  0.07
C: 3.15680 -1.92730 1.28074  0.15
O: 2.48615 -1.96372 2.28627  -0.66
C: 3.10604 -2.99719 0.23512  0.20
C: 1.94654 -3.76262 0.16652  -0.10
C: 1.81396 -4.73520 -0.80823  -0.35
C: 2.84819 -4.96096 -1.70888  -0.57
C: 4.01484 -4.21635 -1.63028  -0.92
C: 4.14516 -3.23366 -0.66026  -0.20
H: 5.42488 0.47695 6.87680  0.36
H: 3.95691 -0.36339 6.37378  0.28
H: 4.40070 1.17289 5.63700  0.31
H: 6.02296 -1.43301 5.40599  0.34
H: 6.44325 0.06845 4.61839  0.36
H: 3.88934 -1.53638 4.09473  0.21
H: 5.33791 -1.58752 3.09475  0.38
H: 4.36194 1.10872 3.49050  0.25
H: 4.14172 -0.69474 0.00086  0.42
H: 1.14769 -3.56572 0.87063  0.34
H: 0.90338 -5.31720 -0.86847  0.45
H: 2.74677 -5.72772 -2.46629  0.46
H: 4.82973 -4.40936 -2.31510  0.42
H: 5.06869 -2.67290 -0.58219  0.58

***

Entry 3:
ORCA calculation (the ωB97M-V functional and the def2-TZVPD basis) on a molecular structure, C41H46N5O2SSi2Tl.

Properties
- DFT total energy (Ha) = -3163.9297
- M (g mol⁻¹) = 933.47
- frontier orbital gap (eV) = 5.4
- multiplicity = 1
- charge = -2

Last column: Mulliken charge in e.
Cartesian coordinates (Å):
Tl: -0.78935 -0.23153 -0.14871  1.83
O: 1.26824 0.67828 0.25570  -0.72
C: 2.25781 0.42530 -0.56753  0.38
C: 2.88478 1.48280 -1.25189  -0.59
C: 3.94417 1.27186 -2.11385  -0.59
C: 4.42288 -0.01148 -2.32633  -1.37
C: 3.83367 -1.06274 -1.63433  -0.75
C: 2.77341 -0.88297 -0.75796  0.04
C: 2.24914 -2.03185 0.07188  0.39
N: 0.76009 -2.10250 0.08398  1.05
C: 0.32881 -2.60820 1.39676  -0.64
C: 0.53409 -1.55516 2.47984  -1.27
N: -0.37007 -0.44000 2.28906  0.29
C: -0.61938 0.32774 3.26923  -0.90
C: -1.47060 1.50026 3.24783  0.85
C: -1.82980 2.02143 4.49798  -0.64
C: -2.66900 3.10156 4.64370  -0.89
C: -3.16655 3.69831 3.47587  -0.51
C: -2.82602 3.23130 2.23581  -0.84
C: -1.95093 2.11314 2.04113  0.39
O: -1.63896 1.76730 0.85923  0.14
H: 2.52198 2.48841 -1.08056  0.46
H: 4.39055 2.11723 -2.62792  0.36
H: 5.24423 -0.19648 -3.00857  0.36
H: 4.22006 -2.05876 -1.77722  0.28
H: 2.63512 -1.90863 1.08874  0.84
H: 0.88775 -3.51485 1.65706  0.26
H: -0.72557 -2.88047 1.31244  0.38
H: 1.55225 -1.16433 2.40832  0.32
H: 0.40670 -2.00260 3.47748  0.71
H: -0.18658 0.08588 4.25600  0.09
H: -1.41947 1.53820 5.37993  0.29
H: -2.93151 3.47980 5.62255  0.36
H: -3.83030 4.55417 3.55339  0.42
H: -3.20382 3.71033 1.34279  0.31
C: 2.90081 -4.13477 -2.45686  -1.42
Si: 2.49129 -3.85442 -0.61918  1.07
C: 4.29840 -4.11411 0.13294  -1.60
C: 1.84729 -5.49075 0.14779  -1.60
N: 0.55111 -3.16158 -0.86478  -0.74
C: 0.08496 -2.87695 -2.13669  -0.39
C: -0.18273 -4.06937 -2.83491  -0.31
C: -0.31912 -4.15802 -4.20458  -0.89
C: -0.21816 -2.99563 -4.94810  -1.00
C: -0.09505 -1.79269 -4.26968  -0.72
C: -0.03735 -1.64844 -2.87414  -0.05
N: -0.16240 -0.36378 -2.32652  1.51
Si: -0.59746 0.95698 -3.32252  0.02
C: -2.14664 0.67487 -4.37932  -1.53
C: 0.79258 1.55430 -4.44272  -1.13
C: -3.36268 3.05026 -1.82711  -0.62
H: 2.59288 -5.14128 -2.74036  0.40
H: 3.97354 -4.05964 -2.62306  0.52
H: 2.39798 -3.44534 -3.12838  0.38
H: 4.73015 -5.07936 -0.14558  0.38
H: 4.25264 -4.08465 1.22676  0.26
H: 5.00261 -3.33774 -0.17284  0.40
H: 2.49349 -6.29969 -0.19784  0.35
H: 0.81740 -5.70804 -0.12363  0.35
H: 1.91368 -5.48493 1.23762  0.34
H: -0.20277 -4.96862 -2.23393  0.30
H: -0.47192 -5.12170 -4.67613  0.32
H: -0.25613 -3.00486 -6.03101  0.35
H: -0.03878 -0.89562 -4.86683  0.13
H: -2.18053 -0.33752 -4.77182  0.41
H: -2.18578 1.35856 -5.22898  0.38
H: -3.04596 0.81661 -3.78191  0.30
H: 0.88956 0.97319 -5.35910  0.40
H: 1.73806 1.49138 -3.90484  0.11
H: 0.62073 2.59803 -4.71356  0.34
H: -3.84628 2.09208 -2.01512  0.08
H: -4.08333 3.85621 -1.97883  0.51
H: -3.01337 3.04733 -0.79736  -0.21
C: -5.25873 -3.03858 -2.79800  -0.80
C: -4.04012 -2.43284 -3.16502  -0.84
C: -3.27471 -1.80910 -2.22294  0.95
C: -3.65332 -1.75996 -0.86047  -0.15
C: -2.83587 -1.13604 0.13474  -0.01
C: -3.33956 -1.06536 1.40759  0.56
C: -4.58996 -1.62333 1.76253  -1.39
C: -5.34627 -2.26857 0.83277  -0.87
C: -4.89790 -2.34588 -0.50621  0.90
C: -5.67717 -2.98789 -1.50054  -0.76
H: -5.86295 -3.53769 -3.54687  0.38
H: -3.69625 -2.46921 -4.18956  0.43
H: -2.35600 -1.33209 -2.50806  -0.11
H: -2.77912 -0.57437 2.18474  0.08
H: -4.93664 -1.53550 2.78566  0.42
H: -6.30063 -2.71495 1.09502  0.32
H: -6.61909 -3.43780 -1.20645  0.34
S: -1.49777 4.92918 -2.67008  -0.38
C: -0.31499 4.36256 -1.48063  -0.19
C: -0.22292 3.03488 -1.46230  -0.67
N: -1.07618 2.33733 -2.31476  0.73
C: -2.16161 3.21567 -2.74147  -0.20
H: 0.23512 5.05308 -0.86930  0.46
H: 0.43874 2.47721 -0.81490  -0.13
H: -2.43154 3.01960 -3.77717  0.41

***

Entry 4:
ORCA calculation (the ωB97M-V functional and the def2-TZVPD basis) on a molecular structure, C41H47B2NO4S2Zr at a distorted geometry.

Properties
- DFT total energy (Ha) = -2839.4584
- M (g mol⁻¹) = 794.81
- frontier orbital gap (eV) = 6.4
- energy relative to the best compared isomer or geometry (same formula, charge and spin) (eV) = 2.3858
- multiplicity = 1
- charge = 0

Last column: Mulliken charge in e.
Cartesian coordinates (Å):
Zr: 0.62649 -0.06801 0.47967  -1.26
C: 0.87879 4.32739 4.25277  -1.52
C: 1.65959 4.78489 3.01697  0.78
C: 3.15569 4.55429 3.24737  -1.61
C: 1.14759 4.18189 1.71797  0.61
C: 1.95669 4.05729 0.59007  -0.44
C: 1.42599 3.75409 -0.65263  -0.86
C: 0.05879 3.55749 -0.82583  0.91
C: -0.56341 3.47089 -2.18963  -1.31
C: -0.72991 3.54449 0.32017  -1.05
C: -0.19701 3.85669 1.55977  0.09
H: 1.32279 4.76209 5.14787  0.47
H: 0.90109 3.24699 4.34707  0.21
H: -0.15681 4.65049 4.21267  0.40
H: 1.50429 5.87199 2.92197  0.48
H: 3.38809 3.49189 3.24747  0.28
H: 3.44489 4.97469 4.21017  0.46
H: 3.75299 5.04279 2.48307  0.41
H: 3.01599 4.24589 0.65187  0.23
H: 2.08369 3.72679 -1.50913  0.23
H: 0.16799 3.19809 -2.94753  0.26
H: -0.97691 4.44179 -2.47073  0.48
H: -1.38091 2.75229 -2.20353  0.23
H: -1.79231 3.36309 0.24017  0.34
H: -0.87151 3.89369 2.39887  0.12
S: 3.21169 -0.50431 0.66657  -0.34
C: 3.34969 -2.23351 0.42467  0.68
C: 4.58999 -2.82261 0.68697  -0.84
C: 4.81139 -4.17201 0.49967  -0.62
C: 3.78489 -4.97981 0.03437  -0.58
C: 2.54969 -4.41991 -0.22633  -0.68
C: 2.30689 -3.06121 -0.03883  0.44
S: 0.67969 -2.49061 -0.40573  -0.48
H: 5.38429 -2.17861 1.03417  0.46
H: 5.78479 -4.59261 0.70627  0.37
H: 3.94869 -6.03481 -0.13363  0.39
H: 1.74319 -5.03071 -0.60613  0.48
C: -1.31261 -2.49311 4.24167  -1.07
N: -0.29621 -3.46471 3.81157  0.18
C: -0.90771 -4.63851 3.17967  -0.69
C: 0.69939 -2.83391 2.88327  -0.59
C: 1.23599 -1.54301 3.44867  -0.73
C: 1.90499 -1.57361 4.67127  -0.44
C: 2.37949 -0.40161 5.22247  -1.32
C: 2.20649 0.78959 4.53007  -0.34
C: 1.55409 0.79939 3.31057  0.19
C: 1.01629 -0.36221 2.71907  1.72
H: -1.98361 -2.94151 4.97127  0.41
H: -1.89171 -2.16791 3.37857  0.43
H: -0.82301 -1.62201 4.67647  0.36
H: 0.22669 -3.75491 4.64547  0.44
H: -1.45251 -4.31571 2.29377  0.20
H: -1.59791 -5.13171 3.86127  0.35
H: -0.13731 -5.34131 2.86947  0.35
H: 0.20339 -2.63071 1.91807  -0.40
H: 1.50199 -3.55651 2.70677  0.61
H: 2.06679 -2.51561 5.18787  0.37
H: 2.88419 -0.41661 6.17627  0.38
H: 2.59709 1.70569 4.95207  0.48
H: 1.44569 1.74489 2.77577  0.20
C: -1.35931 0.45159 -8.36953  -2.20
C: -1.94791 0.32429 -6.96133  2.20
C: -2.63781 -1.04231 -6.85163  -1.66
C: -2.97341 1.45279 -6.77863  -1.66
C: -0.89821 0.44199 -5.86453  0.50
C: 0.44069 0.70269 -6.14193  -0.26
C: 1.39429 0.85839 -5.14463  -2.09
C: 0.97469 0.73659 -3.83883  1.21
O: 1.66719 0.87399 -2.68453  -0.63
B: 0.78789 0.67789 -1.61943  2.15
O: -0.49581 0.36379 -2.18853  -0.70
C: -0.36041 0.43719 -3.53863  -0.24
C: -1.30331 0.30059 -4.53483  -0.74
H: -2.15671 0.34699 -9.10303  0.44
H: -0.62201 -0.32431 -8.56083  0.44
H: -0.89731 1.42559 -8.51513  0.43
H: -3.36941 -1.16271 -7.64773  0.46
H: -3.15031 -1.15301 -5.90043  0.32
H: -1.90151 -1.83911 -6.93423  0.37
H: -3.72381 1.41389 -7.56563  0.46
H: -2.47431 2.41879 -6.82543  0.37
H: -3.47801 1.37729 -5.81973  0.34
H: 0.77519 0.79589 -7.16183  0.48
H: 2.42599 1.06909 -5.37993  0.49
H: -2.32731 0.08959 -4.26893  0.53
O: -1.72191 -1.05911 0.79127  0.04
B: -1.52921 0.32219 1.21487  0.49
O: -2.64421 0.61839 2.01787  -0.64
C: -3.45711 -0.45941 2.07657  1.47
C: -4.64931 -0.64151 2.75237  -1.22
C: -5.25591 -1.88751 2.65087  -0.56
C: -4.69291 -2.91261 1.90297  -0.84
C: -3.49851 -2.73311 1.21607  -0.77
C: -2.89071 -1.49631 1.31527  -0.38
H: -5.09141 0.15739 3.32627  0.53
H: -6.19071 -2.06201 3.16317  0.42
H: -5.18851 -3.87031 1.84837  0.44
H: -3.06601 -3.51071 0.60337  0.72